C34H63N6O9P2 | ωB97M-V with the def2-TZVPD basis set

```
114
Properties=species:S:1:pos:R:3:forces:R:3
C -0.2255 -0.1530 5.7999 0.398 -1.046 -0.137
C -0.4818 -0.3853 4.1882 0.232 0.634 0.248
C -1.7007 0.5843 3.5776 -0.194 -1.525 2.208
C -2.8772 -0.2637 2.8195 -0.601 0.351 0.166
C -2.8955 -0.0820 1.1690 -3.061 -0.134 1.018
C -3.6931 -1.3301 0.3945 -0.847 0.762 -0.826
C -4.8655 -2.0149 1.3438 -0.175 0.826 -0.624
C -6.0648 -2.7071 0.4232 0.007 -0.709 0.363
C -6.9549 -3.8245 1.2925 -0.594 0.916 -0.885
N -7.0606 -3.4504 2.7658 0.874 -1.378 2.693
C -6.5723 -4.5385 3.6975 -1.633 4.355 4.109
C -6.7801 -3.9406 5.2275 -0.700 2.005 -4.282
C -7.3926 -2.4269 5.0528 0.948 -2.701 -4.686
C -7.5588 -2.1896 3.4392 1.663 -3.331 3.362
N -1.6117 0.3333 0.5487 1.073 0.554 3.091
C -0.4984 -0.6999 0.5488 3.143 -1.355 -0.733
C -0.5652 -2.1737 1.3021 4.178 1.983 -2.563
C 0.8306 -3.0190 1.1490 -1.132 4.301 -1.660
C 2.0095 -2.2900 0.3034 -1.451 0.051 0.535
N 2.0644 -0.9852 -0.4145 -5.195 -1.480 3.191
C 0.8260 -0.1560 -0.3172 0.122 -3.923 1.996
C -1.1290 1.5441 1.3119 0.214 0.906 1.410
N -0.6564 2.6091 0.5344 0.120 -1.264 1.305
N -1.1275 1.7461 2.8054 -1.897 -1.353 -5.267
C -1.6883 3.0836 3.2317 -0.147 1.649 0.687
C -3.3193 3.1790 2.9367 0.610 1.174 1.456
C -3.7661 4.6900 3.4968 3.376 4.978 1.363
N -5.2190 5.0943 3.7010 2.044 -1.404 -0.633
O -2.8468 5.6480 3.7981 -5.548 -6.735 -2.175
H 0.9352 -0.3115 5.9852 -2.505 0.540 -0.234
H -0.7632 -1.0362 6.3856 0.988 2.168 -1.089
H -0.5719 0.8957 6.1952 0.727 -2.081 -0.794
H 0.5024 -0.0585 3.6347 -1.950 -0.999 0.878
H -0.7191 -1.5357 4.0556 0.562 2.553 -0.080
H -2.2080 1.0539 4.5515 1.160 -0.895 -2.247
H -3.9135 0.1665 3.2270 2.223 -1.083 -1.033
H -2.8441 -1.3832 3.1695 0.089 2.250 -0.730
H -3.6441 0.8391 1.0083 1.785 -1.900 0.245
H -2.9687 -2.1017 -0.1026 -1.305 1.376 1.190
H -4.2859 -0.8171 -0.5061 1.459 -1.079 1.842
H -5.3972 -1.1322 1.9324 1.304 -2.031 -0.948
H -4.3527 -2.7676 2.0785 -1.341 1.331 -1.290
H -5.5790 -3.2843 -0.4786 -1.019 1.198 1.669
H -6.8386 -1.9177 0.0057 1.916 -1.384 0.858
H -8.0671 -3.8524 0.8785 2.463 -0.026 0.635
H -6.4758 -4.8962 1.1615 -1.030 2.338 0.652
H -6.1212 -5.6069 3.4275 -1.314 2.908 0.226
H -6.5186 -4.4661 6.2639 -0.668 1.270 -2.759
H -7.6788 -1.5975 5.8318 0.668 -2.107 -1.663
H -7.9436 -1.2503 2.8432 0.896 -2.414 1.256
H -1.5242 -2.5294 1.8694 2.154 0.742 -1.307
H 0.9716 -4.0895 1.6398 -0.291 2.634 -1.265
H 3.0259 -2.9177 0.2443 -2.538 1.681 0.018
H 0.8416 0.9056 -0.8635 -0.179 -2.752 1.353
H 0.3400 2.8825 0.7182 -1.750 0.464 -0.141
H -1.2187 3.0598 -0.2320 1.292 -1.312 0.730
H -1.1172 3.9942 2.7341 -1.330 -2.179 0.988
H -1.4967 3.1728 4.3983 -0.461 -0.202 -2.559
H -3.5895 3.0509 1.7985 0.464 0.295 2.325
H -3.8796 2.4037 3.6293 0.994 1.498 -1.680
H -5.6946 4.4413 4.3622 0.418 0.547 -1.079
H -5.6929 5.1415 2.7720 0.357 -0.293 1.151
O 0.9011 4.7783 -1.6555 2.662 0.455 3.877
P 1.7574 6.0414 -1.9174 -4.078 1.301 -8.766
O 0.4514 7.0334 -2.1474 -0.074 -0.048 1.104
C -0.1832 7.5241 -0.9761 -0.307 0.474 0.179
C 0.6999 8.5044 -0.2241 0.038 0.131 0.025
O 2.0538 5.5947 -3.4962 1.062 -0.042 1.095
C 1.9108 4.2510 -3.9379 -0.214 -0.453 -0.236
C 0.5031 3.9961 -4.4538 -0.153 0.164 -0.186
O 2.7141 7.4528 -2.2101 0.373 -1.762 3.245
C 3.0903 7.8964 -3.5109 0.754 -0.133 -1.208
C 1.9333 8.3221 -4.4025 -0.494 -0.100 0.256
H -0.4657 6.6874 -0.3310 -0.084 -0.053 0.035
H -1.1025 8.0281 -1.2884 0.116 -0.147 -0.122
H 1.5923 8.0058 0.1689 0.005 0.037 0.044
H 0.1607 8.9458 0.6190 0.036 -0.086 -0.077
H 1.0429 9.3065 -0.8858 -0.097 -0.158 0.121
H 2.1951 3.5447 -3.1510 -0.168 0.174 -0.089
H 2.6196 4.0997 -4.7564 0.038 0.225 0.064
H -0.2639 4.3275 -3.7498 0.164 -0.088 0.102
H 0.3529 2.9321 -4.6572 0.039 0.094 -0.048
H 0.3356 4.5605 -5.3803 0.067 -0.189 0.148
H 3.7202 7.1433 -3.9956 -0.233 0.104 0.037
H 3.7348 8.7681 -3.3602 -0.081 -0.107 0.439
H 1.2174 7.5178 -4.5922 0.234 0.073 0.054
H 2.3088 8.6590 -5.3735 0.148 0.028 0.198
H 1.3738 9.1396 -3.9349 0.151 -0.045 -0.122
O 7.8521 -5.4593 -2.0005 1.044 4.188 -2.001
P 6.7971 -5.0732 -3.0659 -4.300 -8.201 1.880
O 5.5232 -5.1348 -2.0098 0.052 1.010 0.498
C 5.3286 -3.9940 -1.1874 -0.157 0.204 0.095
C 4.8800 -2.7873 -1.9930 -0.091 0.091 -0.062
O 6.7393 -6.6268 -3.6685 0.451 1.128 -0.863
C 7.7887 -7.5599 -3.4463 0.369 -0.411 0.253
C 7.5369 -8.3693 -2.1836 -0.253 -0.118 0.081
O 5.6183 -4.6418 -4.2564 2.624 2.246 0.502
C 4.8571 -5.5930 -4.9954 -0.029 -0.861 -0.861
C 3.9113 -6.4443 -4.1614 0.052 0.058 0.521
H 6.2492 -3.7713 -0.6409 -0.001 -0.028 0.091
H 4.5589 -4.2475 -0.4526 0.102 -0.229 -0.069
H 5.6660 -2.4630 -2.6833 -0.046 0.037 0.039
H 4.6410 -1.9472 -1.3346 0.044 -0.040 -0.053
H 3.9987 -3.0277 -2.5968 0.131 0.043 0.123
H 8.7630 -7.0609 -3.4280 -0.248 -0.046 0.148
H 7.8080 -8.2389 -4.3029 -0.189 0.141 -0.072
H 7.3014 -7.7366 -1.3245 0.196 0.086 -0.125
H 8.4089 -8.9814 -1.9368 -0.102 0.031 -0.050
H 6.6711 -9.0286 -2.3275 0.216 0.056 -0.023
H 5.5222 -6.2087 -5.6097 -0.132 0.017 0.235
H 4.2525 -5.0157 -5.7019 0.195 0.329 0.184
H 4.4252 -7.0440 -3.4053 0.018 0.135 -0.228
H 3.3587 -7.1357 -4.8047 0.061 0.201 -0.101
H 3.1970 -5.8076 -3.6279 0.024 -0.080 -0.154
```
Forces are in eV/Å.

HOMO-LUMO gap = 0.19338 hartree
Molecular weight = 761.86 g/mol
E_tot = -82196.2761 eV
Maximum force = 9.76 eV Å⁻¹
Net charge = +1

C34H64Br2F3IN3O15PS4 | ωB97M-V with the def2-TZVPD basis set

```
127
Properties=species:S:1:pos:R:3:forces:R:3
C 2.2973 -0.5431 -2.5693 -0.511 -0.572 -0.709
C 1.1508 -1.4516 -1.8292 0.600 0.711 -0.990
O 1.1266 -1.2873 -0.3376 -1.237 -1.703 -1.780
C 0.2945 -2.4180 0.1128 0.249 -0.849 0.430
C -0.5964 -2.1340 1.4566 0.152 -0.848 -0.664
C -2.0925 -1.4565 1.1367 2.452 1.104 1.041
C -2.8220 -1.3059 2.5945 0.031 0.383 0.399
C -3.9122 -0.0990 2.7299 -0.940 0.034 0.742
C -5.4218 -0.4477 2.1782 -0.483 0.600 0.611
C -5.6613 -0.1200 0.5896 1.409 1.363 0.160
N -7.0987 -0.2153 0.1243 0.793 -0.025 -2.637
C -7.0108 -0.7571 -1.3118 -3.427 -5.091 -2.858
C -6.2180 0.0243 -2.5426 0.839 -0.303 0.938
O -7.6272 -1.9164 -1.6751 3.949 7.308 2.849
C -1.7297 0.0096 0.4164 -1.856 -0.508 -0.133
C -0.9455 1.0518 1.3959 -0.795 0.363 0.549
C 0.3304 1.8370 0.7435 0.107 0.033 -0.651
F 0.5428 1.6293 -0.7054 -0.984 0.167 3.671
Br -0.0226 3.8374 0.9470 0.080 -1.451 -0.538
C 1.7708 1.5796 1.4868 1.535 0.243 0.649
F 1.8963 0.2816 2.1860 -0.803 4.154 -1.528
F 2.0363 2.7321 2.4044 -0.610 -4.159 -1.897
Br 3.2916 1.6090 0.1269 -1.393 0.037 1.666
O -2.8580 -2.2021 0.1259 1.063 -1.626 1.930
C -3.0888 -3.6022 0.4994 -0.288 -0.782 -0.220
I -5.3101 -3.8374 0.5296 0.898 -0.045 -0.010
C -2.5962 -4.6923 -0.6697 -1.255 1.430 0.415
O -1.2329 -5.1932 -0.4686 -1.883 -1.135 2.071
C -1.0825 -5.9824 0.7590 2.528 -0.601 1.165
C 0.0978 -7.1520 0.5676 -0.433 0.235 -0.798
C 1.4294 -6.6124 -0.2201 0.607 -0.729 -0.076
C 2.6197 -6.0242 0.7407 0.729 0.638 -0.772
C 2.1333 -5.5064 2.2179 0.607 -1.526 -1.031
S 3.6163 -4.6544 3.0703 1.759 6.217 1.935
O 4.4635 -3.8017 2.0778 -3.081 -3.672 3.047
O 3.0315 -3.7783 4.2460 1.698 -4.020 -4.419
O 4.6974 -5.7834 3.7900 -1.005 1.609 -1.165
O -2.2842 -6.7043 1.2016 0.664 0.701 -3.055
N -2.3330 -6.8182 2.5411 1.394 -3.096 2.743
O -2.0235 -7.9478 2.8849 -1.279 3.191 -0.866
P -2.5578 -3.7466 -2.3734 1.430 -2.667 -2.111
N -1.7672 -4.6548 -3.4578 -0.408 0.154 1.766
H 2.1560 -0.7235 -3.7409 0.244 0.268 2.526
H 2.1593 0.6092 -2.4083 0.398 -2.391 -0.026
H 3.3632 -0.9517 -2.2984 -2.063 1.095 -0.341
H 1.3761 -2.5829 -2.1367 -0.648 2.362 0.820
H 0.0900 -1.1139 -2.2399 2.071 -0.851 0.746
H 1.0369 -3.3031 0.3636 -1.404 1.543 -0.522
H -0.3406 -2.7643 -0.8062 0.843 0.538 2.058
H 0.0505 -1.4893 2.1878 -1.411 -1.059 -1.425
H -0.7323 -3.1907 1.9954 0.183 2.246 -1.083
H -3.3406 -2.3148 2.9626 1.094 2.096 -1.011
H -1.9537 -1.1081 3.3862 -1.835 -0.378 -1.750
H -3.6048 0.9257 2.2586 -0.226 -2.021 0.814
H -4.0382 0.1095 3.8990 0.310 -0.478 -2.539
H -5.7032 -1.5329 2.5132 0.470 2.001 -0.977
H -6.1589 0.2755 2.7776 1.504 -1.536 -1.367
H -5.0023 -0.7413 -0.1511 -1.017 0.922 1.825
H -5.3408 1.0191 0.4318 -0.243 -2.342 0.441
H -7.4738 0.7706 0.0254 0.535 -1.542 0.168
H -6.4410 1.1732 -2.5434 0.403 -2.211 0.048
H -5.0535 -0.1311 -2.3347 -2.444 0.517 -0.414
H -6.4260 -0.4618 -3.5871 0.050 0.874 2.316
H -2.7980 0.4825 0.1703 2.376 -0.903 0.429
H -1.2305 -0.2025 -0.6179 -0.620 0.451 2.181
H -0.6344 0.5631 2.4398 -0.394 1.003 -2.521
H -1.7370 1.8946 1.6952 1.974 -1.863 -0.750
H -2.7491 -3.9013 1.5773 -0.458 0.778 -2.190
H -3.4094 -5.5491 -0.8431 1.964 1.792 0.704
H -0.7145 -5.3495 1.7015 -1.069 -0.750 -2.096
H -0.3751 -8.0152 -0.0706 0.790 1.731 1.274
H 0.3646 -7.6117 1.6332 -0.647 1.109 -2.335
H 1.2302 -5.8200 -1.0577 -0.127 -1.573 1.736
H 1.8923 -7.5618 -0.7765 -1.032 2.123 1.219
H 3.4733 -6.8360 0.8161 -1.792 1.692 0.254
H 3.1058 -5.1042 0.1584 -1.004 -1.953 1.477
H 1.3096 -4.6763 2.1475 1.828 -1.490 0.475
H 1.8391 -6.4431 2.8549 0.457 2.125 -0.880
H 5.5739 -5.2986 3.9198 -1.600 -0.502 -0.491
H -1.9086 -2.4636 -2.2911 -0.930 -0.411 0.371
H -3.9190 -3.5834 -2.9007 0.848 0.458 1.223
H -1.4101 -5.5461 -3.0490 -0.387 1.053 -0.461
C 0.9689 4.6141 -2.5607 0.153 -0.189 0.058
C 1.7826 4.7331 -3.8484 0.778 0.001 0.049
C 0.8665 4.3440 -5.0074 0.601 -0.192 -0.299
S -0.7958 4.7370 -4.4841 0.051 0.235 0.316
O -1.5445 3.5036 -4.3637 -0.083 0.356 -0.279
O -1.2819 5.8678 -5.2492 -0.230 -0.404 -0.069
C -0.3608 5.2952 -2.8486 -0.069 0.236 0.582
H 1.4817 5.0763 -1.7121 -0.099 -0.061 -0.114
H 0.8054 3.5562 -2.3230 -0.027 0.156 0.071
H 2.1166 5.7702 -3.9743 -0.022 -1.111 0.067
H 2.6762 4.1017 -3.8223 -0.178 -0.107 -0.013
H 1.1042 4.9059 -5.9142 -0.228 -0.131 0.061
H 0.9128 3.2707 -5.2113 -0.190 0.153 -0.016
H -1.1450 5.0234 -2.1400 -0.056 -0.054 -0.227
H -0.2464 6.3826 -2.8856 -0.115 -0.340 -0.022
C 4.2306 -0.2723 5.9435 0.064 0.010 -0.185
C 3.8461 -1.7136 6.2742 -0.124 -0.095 -0.307
C 4.7123 -2.1609 7.4505 -0.137 -0.595 -0.236
S 5.1078 -0.6816 8.3708 -0.117 0.082 0.357
O 6.5343 -0.4507 8.2807 -0.356 -0.046 0.282
O 4.4046 -0.7058 9.6378 0.548 0.055 -0.238
C 4.2814 0.4575 7.2775 -0.193 0.443 -0.363
H 3.5151 0.1919 5.2585 0.127 -0.052 0.074
H 5.2179 -0.2530 5.4669 -0.125 0.058 0.052
H 2.7879 -1.7525 6.5596 0.137 -0.008 -0.047
H 3.9781 -2.3755 5.4126 -0.092 0.251 0.359
H 4.1795 -2.8607 8.0993 0.239 0.172 0.040
H 5.6498 -2.6088 7.1097 -0.062 0.156 0.155
H 4.8326 1.3983 7.2319 0.005 -0.139 0.206
H 3.2751 0.6288 7.6713 0.169 -0.044 0.035
C 0.9695 9.6389 -6.8560 -0.042 0.216 -0.084
C 2.3756 9.8623 -6.3014 0.246 0.067 -0.302
C 2.2949 9.7333 -4.7813 0.621 0.388 0.032
S 0.9293 8.6315 -4.4451 -0.471 0.382 -0.356
O -0.1066 9.3771 -3.7616 0.425 -0.516 0.083
O 1.4439 7.3753 -3.9377 -0.393 1.374 0.272
C 0.4359 8.4056 -6.1425 -0.245 -0.027 -0.524
H 0.9778 9.5031 -7.9414 -0.037 0.014 0.171
H 0.3397 10.5070 -6.6276 0.036 -0.137 -0.051
H 3.0513 9.0965 -6.7013 -0.098 0.102 0.053
H 2.7757 10.8381 -6.5942 -0.025 -0.169 0.077
H 3.2129 9.3117 -4.3641 -0.259 0.040 0.108
H 2.0784 10.6953 -4.3089 -0.076 -0.229 0.021
H -0.6492 8.3081 -6.2064 0.175 -0.166 0.227
H 0.9186 7.4965 -6.5132 -0.119 0.075 0.127
```
Forces are in eV/Å.

HOMO-LUMO gap = 0.26661 hartree
Molecular weight = 1257.84 g/mol
E_tot = -280426.5931 eV
Maximum force = 8.78 eV Å⁻¹
Structure (SMILES) = CCOCC[C@@](CCCCNC(C)=O)(CC[C@@](F)(Br)C(F)(F)Br)O[C@@H](I)[C@H](O[C@H](CCCCS(=O)(=O)O)ON=O)[PH2]=N.O=S1(=O)CCCC1.O=S1(=O)CCCC1.O=S1(=O)CCCC1